{
  "formula": "C8H13N3NaO5",
  "method": "ωB97M-V/def2-TZVPD",
  "charge": 1,
  "relative_energy_kj_mol": 13.1,
  "homo_energy_ev": -12.3706,
  "spin_multiplicity": 1,
  "molar_mass_g_mol": 254.20,
  "fmax_ev_per_a": 2.50,
  "elements": ["Na", "O", "C", "O", "C", "O", "N", "C", "C", "H", "H", "H", "H", "C", "C", "H", "H", "H", "C", "O", "C", "O", "N", "N", "H", "H", "H", "H", "H", "H"],
  "coordinates": [[-2.36029, 1.15599, 1.41761], [1.52172, -1.27625, -0.59538], [1.55476, -1.23214, -1.82159], [-0.99604, -2.12415, -0.73340], [-0.80913, -2.01360, -1.91802], [-1.74543, -2.34172, -2.84158], [0.38957, -1.61178, -2.58091], [-1.06468, -2.54228, -4.11145], [0.33193, -1.97442, -3.99609], [-1.63968, -2.04221, -4.89052], [-1.02804, -3.61481, -4.32782], [0.44020, -1.07740, -4.62508], [1.10505, -2.72721, -4.23166], [2.69311, -0.74060, -2.63389], [3.79457, -0.14687, -2.11806], [2.64559, -0.93463, -3.71143], [3.88472, 0.23013, -1.09380], [4.64524, -0.00193, -2.79176], [-1.99325, 4.07056, 4.49672], [-1.30041, 2.84892, 4.97368], [-1.04866, 2.08064, 3.93146], [-1.38572, 2.43246, 2.76005], [-0.45117, 0.88737, 4.15226], [-0.39976, 0.00775, 3.01542], [-2.19998, 4.69280, 5.37985], [-2.93852, 3.79339, 3.99112], [-1.33381, 4.60682, 3.79161], [-0.29595, 0.54766, 5.08422], [0.58436, -0.01171, 2.70614], [-0.60029, -0.94080, 3.32230]],
  "nbo_charge": [0.98, -0.55, 0.66, -0.58, 0.89, -0.48, -0.50, -0.09, -0.24, 0.21, 0.20, 0.21, 0.22, -0.35, -0.25, 0.22, 0.22, 0.21, -0.26, -0.47, 0.89, -0.80, -0.47, -0.67, 0.22, 0.20, 0.21, 0.41, 0.39, 0.38]
}